Record 1
Entry from the OMol25 dataset: a gas-phase ion, C6H8NO5P2S (charge +1) (ωB97M-V/def2-TZVPD).

Geometry (Å):
O: 0.015 -1.984 2.634
C: -0.835 -1.581 1.881
O: -2.142 -1.854 2.042
C: -0.339 -0.761 0.689
C: -0.146 0.624 0.784
C: 0.343 1.268 -0.310
P: 0.695 3.089 -0.299
O: 1.244 3.395 -1.614
O: -0.573 3.936 0.086
O: 1.857 3.282 0.800
N: 0.597 0.621 -1.442
C: 0.418 -0.688 -1.578
C: -0.040 -1.415 -0.511
P: -0.245 -3.247 -0.684
S: -1.292 -3.680 -2.255
H: -2.634 -1.173 1.554
H: -0.389 1.124 1.717
H: -0.834 3.838 1.017
H: 2.560 2.681 0.507
H: 0.941 1.156 -2.244
H: 0.661 -1.156 -2.529
H: 1.072 -3.767 -0.705
H: -0.935 -3.709 0.460

Cartesian forces (eV/Å) of the 3 atoms listed first:
O -0.8 0.2 -0.7
C 1.3 -0.3 1.1
O 0.7 0.9 -0.5

## Properties
E_HOMO in eV: -12.44
Orbital gap in eV: 6.88
Total charge: +1


Record 2
Entry from the OMol25 dataset: a single C6H8O2 molecule (ωB97M-V/def2-TZVPD).

Geometry (Å):
C: -0.881 -0.537 0.403
C: 0.135 -0.950 -0.575
C: -0.978 0.981 0.304
C: 0.579 0.205 -1.156
C: 1.186 -1.861 -0.636
C: -0.746 1.734 1.648
O: 0.038 1.378 -0.688
O: 1.769 -2.450 -1.706
H: -1.435 -1.016 1.129
H: -1.884 1.245 -0.176
H: 1.300 0.374 -1.840
H: 1.579 -2.349 0.187
H: -1.092 2.801 1.433
H: 0.359 1.677 1.919
H: -1.345 1.037 2.391
H: 1.416 -2.270 -2.637

Cartesian forces (eV/Å) of the 3 atoms listed first:
C 2.8 1.0 -3.1
C -2.5 2.2 1.9
C 1.5 -0.9 0.6

## Properties
E_HOMO (alpha / beta) in eV: -6.65 / -6.32
Orbital gap (alpha / beta) in eV: 7.38 / 6.57
Relative energy (zero: lowest compared OMol25 entry of this formula, charge and spin) in kcal per mole: 119.2


Record 3
Entry from the OMol25 dataset: a single C6H8O2 molecule (ωB97M-V/def2-TZVPD).

Geometry (Å):
C: -1.182 -1.624 0.274
C: -1.002 -0.330 0.021
C: -2.142 0.586 -0.306
C: 0.321 0.311 0.085
O: 0.252 1.639 0.274
C: 1.484 -0.374 -0.062
C: 2.805 0.194 -0.001
O: 3.837 -0.422 -0.148
H: -2.162 -2.065 0.225
H: -0.378 -2.281 0.553
H: -2.238 1.346 0.467
H: -1.956 1.099 -1.248
H: -3.073 0.031 -0.378
H: 1.134 2.034 0.297
H: 1.447 -1.434 -0.254
H: 2.853 1.291 0.203

Cartesian forces (eV/Å) of the 3 atoms listed first:
C 0.2 0.2 0.0
C -0.4 0.0 0.1
C 0.0 0.0 0.0

## Properties
E_HOMO in eV: -9.08
Orbital gap in eV: 8.99
Relative energy (zero: lowest compared OMol25 entry of this formula, charge and spin) in kcal per mole: 31.8


Record 4
Entry from the OMol25 dataset: a single C6H8O2 molecule (ωB97M-V/def2-TZVPD).

Geometry (Å):
C: 1.394 -0.594 2.730
C: 1.205 -0.385 1.588
C: 0.579 0.018 0.315
C: 0.709 1.274 -0.219
O: 0.036 1.876 -1.256
C: -0.459 1.053 -2.269
O: -0.059 -0.816 -0.431
C: -1.034 -1.467 0.449
H: 1.444 -0.519 3.994
H: 1.493 1.947 0.369
H: 0.358 0.271 -2.674
H: -0.638 1.823 -3.019
H: -1.458 0.464 -1.798
H: -1.432 -2.412 0.134
H: -0.180 -1.540 1.456
H: -1.957 -0.995 0.631

Cartesian forces (eV/Å) of the 3 atoms listed first:
C 1.1 0.2 7.8
C -1.1 1.4 -3.7
C 2.9 4.5 -0.5

## Properties
E_HOMO in eV: -8.10
Orbital gap in eV: 9.02
Relative energy (zero: lowest compared OMol25 entry of this formula, charge and spin) in kcal per mole: 167.9


Record 5
Entry from the OMol25 dataset: 2 unconnected molecules or ions with the total composition C6H8O2 (ωB97M-V/def2-TZVPD).

Geometry (Å):
O: -1.664 -1.022 -0.813
C: -0.514 -0.706 -0.250
C: -0.125 -1.369 0.922
C: 1.184 -1.167 1.415
C: 2.074 -0.296 0.719
C: 1.651 0.320 -0.451
C: 0.354 0.174 -1.002
H: -2.236 -1.442 -0.126
H: -0.863 -2.059 1.352
H: 1.589 -1.820 2.199
H: 3.134 -0.146 0.962
H: 2.371 0.892 -1.052
H: 0.027 0.555 -1.979
O: -1.960 2.818 -0.737
H: -2.219 1.949 -0.354
H: -2.804 3.320 -0.806

Cartesian forces (eV/Å) of the 3 atoms listed first:
O -2.9 -0.5 0.1
C 2.7 1.0 -0.5
C 1.1 0.8 -0.1

## Properties
E_HOMO in eV: -8.47
Orbital gap in eV: 9.08
Relative energy (zero: lowest compared OMol25 entry of this formula, charge and spin) in kcal per mole: 14.1


Record 6
Entry from the OMol25 dataset: 2 unconnected molecules or ions with the total composition C6H8O2 (ωB97M-V/def2-TZVPD).

Geometry (Å):
C: 0.419 -2.363 0.197
C: -0.040 -1.160 0.128
C: -0.772 -0.078 -0.020
C: -1.453 0.644 1.095
C: -0.827 0.746 -1.331
H: -0.256 -3.237 -0.097
H: 1.492 -2.546 0.627
H: -2.489 0.710 0.784
H: -0.890 1.488 1.196
H: -1.383 -0.006 1.889
H: -0.010 1.499 -1.526
H: -1.735 1.384 -1.349
H: -0.772 0.057 -2.201
O: 3.803 0.385 -0.245
C: 2.875 0.953 0.152
O: 2.038 1.524 0.700

Cartesian forces (eV/Å) of the 3 atoms listed first:
C 1.5 -2.0 0.7
C -1.4 1.0 -0.5
C 1.2 0.9 -1.5

## Properties
E_HOMO in eV: -9.05
Orbital gap in eV: 9.60
Relative energy (zero: lowest compared OMol25 entry of this formula, charge and spin) in kcal per mole: 39.2


Record 7
Entry from the OMol25 dataset: a molecular structure, C6H8O2 (ωB97M-V/def2-TZVPD).

Geometry (Å):
C: -1.356 -0.205 -0.306
C: -0.194 0.910 -0.206
C: 1.185 0.668 -0.629
C: 1.195 -0.851 -0.834
C: 0.952 -0.806 0.641
C: -0.360 -0.149 0.801
H: -3.332 -0.618 0.267
H: -1.455 -0.937 -1.060
H: -0.638 1.820 0.120
H: 1.804 1.390 -1.274
H: 2.276 -0.896 -1.286
H: 0.392 -1.290 -1.442
H: 1.253 -1.669 1.276
H: -0.603 0.080 1.826
O: -2.824 0.096 -0.052
O: 1.796 0.494 0.648

Cartesian forces (eV/Å) of the 3 atoms listed first:
C -2.0 0.9 0.9
C -4.8 0.5 -0.1
C 1.1 1.2 -1.6

## Properties
E_HOMO in eV: -9.92
Orbital gap in eV: 10.78
Relative energy (zero: lowest compared OMol25 entry of this formula, charge and spin) in kcal per mole: 109.3


Record 8
Entry from the OMol25 dataset: a single C6H8O2 molecule (ωB97M-V/def2-TZVPD).

Geometry (Å):
C: 0.277 -1.654 -0.036
C: -0.022 -0.210 -0.656
C: 1.326 0.378 -1.367
C: 0.572 1.022 -0.182
O: 0.675 0.771 1.297
C: -0.732 0.792 1.458
C: -1.636 0.553 0.399
O: -1.380 0.070 -0.913
H: 1.297 -1.725 0.287
H: -0.157 -2.146 -0.825
H: -0.185 -1.717 1.058
H: 2.191 -0.448 -1.166
H: 1.249 1.202 -2.111
H: 0.184 1.965 -0.416
H: -1.086 0.845 2.499
H: -2.573 0.302 0.673

Cartesian forces (eV/Å) of the 3 atoms listed first:
C -1.2 4.5 3.7
C 2.0 0.3 -2.1
C -0.3 -1.3 1.9

## Properties
E_HOMO in eV: -8.59
Orbital gap in eV: 9.52
Relative energy (zero: lowest compared OMol25 entry of this formula, charge and spin) in kcal per mole: 145.6


Record 9
Entry from the OMol25 dataset: a single C6H8O2 molecule (ωB97M-V/def2-TZVPD).

Geometry (Å):
O: 3.376 -0.418 -0.553
C: 2.469 -0.012 0.126
C: 0.999 -0.233 -0.131
C: 0.056 0.685 0.536
C: -1.322 0.791 -0.187
C: -1.642 -0.503 -0.675
O: -0.910 -1.398 0.208
C: 0.105 -0.792 0.865
H: 2.777 0.658 0.948
H: 0.836 -0.439 -1.159
H: 0.300 1.565 0.974
H: -1.391 1.591 -0.941
H: -2.130 1.087 0.549
H: -2.711 -0.793 -0.758
H: -1.122 -0.559 -1.661
H: 0.311 -1.229 1.860

Cartesian forces (eV/Å) of the 3 atoms listed first:
O -0.4 -0.4 -0.4
C 0.1 0.5 0.0
C 3.9 1.1 -0.6

## Properties
E_HOMO in eV: -9.32
Orbital gap in eV: 10.25
Relative energy (zero: lowest compared OMol25 entry of this formula, charge and spin) in kcal per mole: 64.5


Record 10
Entry from the OMol25 dataset: a single C6H8O2 molecule (ωB97M-V/def2-TZVPD).

Geometry (Å):
C: 0.359 1.446 0.435
C: -0.867 1.472 -0.185
C: -1.199 0.072 -0.170
C: -0.635 -0.674 -1.402
C: 0.713 -1.355 -0.666
O: 1.510 -0.386 0.112
C: 0.627 0.245 0.987
O: -0.608 -0.456 1.031
H: 1.115 2.219 0.488
H: -1.494 2.363 -0.335
H: -2.247 -0.192 -0.002
H: -0.139 0.008 -2.055
H: -1.421 -1.443 -1.778
H: 1.333 -1.488 -1.455
H: 0.536 -2.081 -0.009
H: 1.104 0.117 2.012

Cartesian forces (eV/Å) of the 3 atoms listed first:
C -2.8 7.2 -2.3
C 2.8 2.1 2.2
C -3.6 -2.6 0.1

## Properties
E_HOMO in eV: -8.88
Orbital gap in eV: 9.81
Relative energy (zero: lowest compared OMol25 entry of this formula, charge and spin) in kcal per mole: 92.6


Record 11
Entry from the OMol25 dataset: a single C6H8O2 molecule (ωB97M-V/def2-TZVPD).

Geometry (Å):
C: -0.620 -1.704 1.392
C: 0.009 -1.138 0.092
C: 0.986 0.073 0.427
C: 0.155 1.104 -0.507
C: 0.508 2.287 -1.362
O: 1.630 2.514 -1.754
O: -1.144 1.067 0.032
C: -0.828 0.023 -0.803
H: -1.341 -2.391 1.008
H: -1.013 -1.043 2.021
H: 0.002 -2.295 2.030
H: 0.525 -1.794 -0.684
H: 1.079 0.530 1.453
H: 1.951 0.041 0.076
H: -0.478 2.798 -1.643
H: -1.421 -0.073 -1.780

Cartesian forces (eV/Å) of the 3 atoms listed first:
C 1.3 -2.9 -4.2
C 0.9 3.1 -0.6
C -2.0 2.5 0.0

## Properties
E_HOMO in eV: -10.05
Orbital gap in eV: 10.73
Relative energy (zero: lowest compared OMol25 entry of this formula, charge and spin) in kcal per mole: 85.5


Record 12
Entry from the OMol25 dataset: a molecular structure, C6H8O3Tl (ωB97M-V/def2-TZVPD).

Geometry (Å):
O: 1.649 -0.277 -1.464
C: 0.273 -0.496 -1.187
C: -0.417 0.621 -0.473
Tl: 2.457 0.559 -3.507
H: -1.502 0.681 -0.568
H: -0.239 -1.179 -1.861
H: 0.115 1.575 -0.455
C: 0.165 -0.534 0.311
C: 1.604 -0.412 0.818
C: 2.426 -0.986 -0.318
H: -0.508 -1.248 0.783
H: 1.755 -0.958 1.754
H: 1.868 0.736 0.646
H: 3.446 -0.594 -0.394
H: 2.385 -2.070 -0.476
O: -4.078 1.432 1.725
C: -5.162 1.540 2.122
O: -6.239 1.609 2.543

Cartesian forces (eV/Å) of the 3 atoms listed first:
O 1.0 -1.4 0.6
C -0.4 -0.2 0.2
C 0.0 0.2 0.0

## Properties
E_HOMO in eV: -13.99
Orbital gap in eV: 9.52
Relative energy (zero: lowest compared OMol25 entry of this formula, charge and spin) in kcal per mole: 0.0
Total charge: +1